C16H16LuO6 | ωB97M-V with the def2-TZVPD basis set

Each line ends with the natural charge from an NBO analysis.
Atoms and positions in Å:
1 C -4.38334 -0.84491 -0.58388  -0.047
2 C -2.96869 -0.66127 -0.62025  -0.178
3 C -1.42828 -0.58789 -1.24232  -0.214
4 C -0.59611 -1.82113 -1.34383  0.222
5 C -1.02533 -3.33032 -0.86866  -0.521
6 C -1.53371 -3.45360 0.68501  -0.091
7 O -3.01038 -3.71249 0.61443  -0.564
8 C -3.23973 -5.13834 0.96817  0.574
9 O -4.04581 -5.42013 2.00863  -0.446
10 C 0.91391 -1.61370 -2.03240  0.419
11 O 1.46854 -2.59901 -2.74895  -0.316
12 C 1.67855 -0.17349 -1.86016  -0.063
13 C 0.80249 1.05590 -1.70148  -0.073
14 C 1.52848 2.51698 -1.48085  -0.481
15 C 2.69668 2.27822 -0.31595  -0.083
16 O 2.08977 1.53566 0.83775  -0.596
17 C 2.86376 1.91617 2.05295  0.780
18 O 3.92351 1.19257 2.49496  -0.449
19 C 2.36102 3.32892 2.78878  -0.500
20 C 0.70377 3.39302 2.62167  -0.639
21 C -0.85701 0.90162 -1.73893  0.437
22 O -1.68663 1.90928 -2.10980  -0.881
23 H -5.56063 -0.93936 -0.53772  0.350
24 H -0.04209 -4.00232 -0.95010  0.294
25 H -1.78124 -3.79400 -1.66055  0.313
26 H -0.97665 -4.26101 1.32865  0.269
27 H -1.43969 -2.36481 1.16372  0.221
28 H -2.68877 -5.93560 0.31125  0.183
29 H 2.86392 -0.11252 -1.81825  0.333
30 H 0.74117 3.25378 -0.97808  0.256
31 H 1.95939 2.91635 -2.49434  0.275
32 H 3.10580 3.33819 0.02020  0.249
33 H 3.59457 1.69578 -0.79181  0.212
34 H 2.71666 3.35771 3.90324  0.297
35 H 2.77681 4.19465 2.11484  0.248
36 H 0.29161 3.94339 3.59486  0.266
37 H 0.40576 4.01151 1.64776  0.199
38 H 0.22103 2.30350 2.59246  0.220
39 Lu -2.44312 1.72269 -3.87102  2.524

The molar mass comes out at 479.3 g mol⁻¹. The calculation puts the total energy at -62705.3945 eV. As for the maximum force: 9.94 eV Å⁻¹. Its net charge is +3.

C9H14 | ωB97M-V with the def2-TZVPD basis set

Each line ends with the natural charge from an NBO analysis.
Atoms and positions in Å:
1 C -1.36326 1.91066 0.84026  -0.615
2 C -0.79774 0.60376 1.10764  -0.050
3 C 0.58442 0.50892 1.46371  -0.211
4 C 1.01503 -0.72052 1.94655  -0.184
5 C 0.04773 -1.81377 2.05894  -0.241
6 C -1.18323 -1.67265 1.67925  -0.201
7 C -1.62337 -0.41101 1.06578  -0.203
8 H -2.50070 1.83566 0.51638  0.206
9 H -0.92375 2.50526 -0.00210  0.215
10 H -1.35572 2.50117 1.71390  0.219
11 H 1.22802 1.31948 1.16800  0.217
12 H 1.96337 -0.81834 2.30905  0.204
13 H 0.32086 -2.71110 2.71730  0.215
14 H -1.95988 -2.51100 1.65044  0.214
15 H -2.71249 -0.39308 0.63215  0.216
16 C 1.04367 -0.02488 -1.87695  -0.627
17 C 1.35344 -0.02356 -3.38120  -0.615
18 H 0.08275 -0.60945 -1.73626  0.218
19 H 1.82449 -0.19995 -1.13993  0.218
20 H 0.92023 1.07836 -1.49402  0.191
21 H 0.45374 -0.43559 -3.89229  0.201
22 H 2.12469 -0.85179 -3.64564  0.207
23 H 1.45767 0.93343 -3.70098  0.206

The molar mass comes out at 122.2 g mol⁻¹. The calculation puts the total energy at -9557.9055 eV. As for the maximum force: 6.29 eV Å⁻¹. As for the energy relative to the best compared isomer or geometry (same formula, charge and spin): 52.48 kcal per mole.

C5H9N3 | ωB97M-V with the def2-TZVPD basis set

Each line ends with the natural charge from an NBO analysis.
Atoms and positions in Å:
1 C -2.93376 -0.61672 0.05667  -0.449
2 C -1.65198 -0.16124 -0.03639  0.124
3 C -1.16086 1.24506 -0.03720  -0.281
4 N 0.32314 1.14669 -0.07996  -0.633
5 C 0.54445 -0.23326 -0.03789  0.425
6 C 1.89406 -0.89502 -0.00483  -0.282
7 N 2.94230 0.10825 0.04401  -0.804
8 N -0.46558 -0.98215 0.00310  -0.486
9 H -3.17852 -1.67472 0.04586  0.213
10 H -3.88440 0.02611 0.06694  0.203
11 H -1.50884 1.80279 0.89475  0.210
12 H -1.50051 1.82121 -0.89963  0.217
13 H 0.80853 1.78281 0.55357  0.392
14 H 1.83797 -1.59909 -0.85780  0.235
15 H 2.07635 -1.61447 0.84161  0.228
16 H 2.93967 0.65844 -0.77995  0.352
17 H 2.65923 0.85453 0.72249  0.334

The molar mass comes out at 111.1 g mol⁻¹. The calculation puts the total energy at -9799.8395 eV. As for the maximum force: 2.77 eV Å⁻¹. As for the energy relative to the best compared isomer or geometry (same formula, charge and spin): 37.53 kcal per mole.